# 1
Here is a 2-piece molecular cluster, C7H19N2O overall from OMol25. Energies are from ωB97M-V/def2-TZVPD.

Output
net charge: +1
HOMO-LUMO gap: 11.20 eV

Each line ends with the natural charge from an NBO analysis.
Atoms and positions in Å:
C -2.318 1.396 -0.283  -0.668
C -1.530 -2.039 0.596  -0.672
C 1.360 -0.314 1.531  -0.728
C -1.024 0.936 0.317  -0.239
C -1.126 -1.324 -0.762  -0.217
C 2.368 0.408 -0.761  -0.318
C 1.550 -0.486 0.079  0.640
N -0.318 -0.031 -0.523  -0.515
N 2.242 1.804 -0.657  -0.756
O 1.622 -1.743 -0.243  -0.626
H -2.350 1.696 -1.405  0.231
H -3.269 0.756 -0.174  0.235
H -2.658 2.218 0.310  0.248
H -2.593 -1.796 0.769  0.249
H -1.354 -3.132 0.429  0.248
H -0.852 -2.037 1.449  0.208
H 0.510 -0.832 1.934  0.241
H 1.416 0.693 1.746  0.243
H 2.310 -0.655 1.943  0.265
H -0.257 1.731 0.302  0.199
H -1.263 0.464 1.298  0.227
H -0.484 -1.948 -1.262  0.215
H -2.003 -1.173 -1.297  0.225
H 3.407 0.101 -0.431  0.251
H 2.206 0.031 -1.769  0.227
H -0.094 0.545 -1.382  0.398
H 1.287 1.937 -0.746  0.329
H 2.516 2.186 0.155  0.367
H 1.149 -2.180 0.482  0.494

***

# 2
Here is a 2-piece molecular cluster, C11H13F2N overall from OMol25. Energies are from ωB97M-V/def2-TZVPD.

Output
net charge: 0
HOMO-LUMO gap (alpha / beta): 7.32 / 8.49 eV

Each line ends with the natural charge from an NBO analysis.
Atoms and positions in Å:
C 2.445 0.338 2.565  -0.215
C 2.180 -0.872 1.958  -0.186
C 2.032 1.505 2.020  -0.211
C 1.301 -0.902 0.849  -0.230
C 1.179 1.549 0.940  -0.183
C 0.771 0.260 0.358  -0.065
C -2.871 -0.678 -0.243  -0.386
C -2.223 -1.514 -1.210  -0.407
C -1.281 -0.889 -0.201  -0.315
C -0.885 1.540 -1.191  0.518
C -0.428 0.257 -0.507  0.165
N 0.636 -0.452 -2.460  -0.816
F -1.846 2.227 -0.449  -0.357
F -1.540 1.250 -2.370  -0.344
H 3.083 0.400 3.438  0.214
H 2.633 -1.824 2.432  0.224
H 2.567 2.336 2.324  0.212
H 1.187 -1.742 0.230  0.214
H 0.861 2.433 0.464  0.209
H -3.133 0.394 -0.687  0.249
H -3.405 -1.120 0.629  0.232
H -2.381 -2.594 -1.041  0.219
H -2.176 -1.192 -2.345  0.260
H -0.866 -1.412 0.502  0.219
H -0.107 2.209 -1.510  0.163
H 0.671 -1.305 -1.956  0.302
H 1.596 -0.201 -2.539  0.314

***

# 3
Here is one molecule with the formula C19H23NO5 from OMol25. Energies are from ωB97M-V/def2-TZVPD.

Output
net charge: 0
SMILES: CCOc1ccc(OCc2ccc(C(=O)NC[C@@H]3CCCO3)o2)cc1
HOMO-LUMO gap: 8.74 eV

Each line ends with the natural charge from an NBO analysis.
Atoms and positions in Å:
C 7.638 1.130 0.327  -0.617
C 6.257 1.734 0.132  -0.061
O 5.533 0.881 -0.732  -0.500
C 4.260 1.221 -1.078  0.280
C 3.609 0.346 -1.944  -0.236
C 2.317 0.589 -2.369  -0.293
C 1.644 1.724 -1.932  0.333
O 0.371 2.083 -2.295  -0.503
C -0.353 1.245 -3.164  -0.110
C -0.712 -0.079 -2.559  0.266
C -0.700 -1.345 -3.077  -0.316
C -1.171 -2.193 -2.053  -0.229
C -1.432 -1.386 -0.977  0.161
C -1.951 -1.727 0.357  0.635
O -2.280 -2.860 0.657  -0.627
N -1.977 -0.680 1.219  -0.595
C -2.674 -0.774 2.474  -0.260
C -4.091 -0.160 2.375  0.089
C -4.973 -0.615 3.544  -0.426
C -5.560 -1.934 3.024  -0.442
C -5.329 -1.869 1.501  -0.088
O -4.764 -0.599 1.219  -0.524
O -1.155 -0.098 -1.291  -0.399
C 2.291 2.596 -1.063  -0.245
C 3.583 2.354 -0.637  -0.288
H 8.143 1.043 -0.632  0.214
H 7.550 0.138 0.762  0.214
H 8.229 1.759 0.986  0.212
H 5.741 1.820 1.099  0.169
H 6.341 2.737 -0.311  0.169
H 4.137 -0.532 -2.278  0.224
H 1.848 -0.118 -3.035  0.221
H 0.187 1.077 -4.106  0.193
H -1.267 1.811 -3.380  0.215
H -0.398 -1.631 -4.064  0.231
H -1.301 -3.255 -2.089  0.243
H -1.814 0.242 0.842  0.404
H -2.106 -0.263 3.256  0.201
H -2.746 -1.838 2.706  0.230
H -4.009 0.929 2.293  0.184
H -5.763 0.117 3.713  0.213
H -4.404 -0.737 4.462  0.212
H -5.043 -2.792 3.451  0.211
H -6.618 -2.021 3.264  0.215
H -6.254 -1.939 0.925  0.185
H -4.646 -2.660 1.170  0.197
H 1.761 3.474 -0.727  0.220
H 4.048 3.056 0.036  0.220

***

Energy relative to the best compared isomer or geometry (same formula, charge and spin)
In order: 91.8, 94.0, 44.6
Unit: kcal/mol
Max |F|
In order: 4.1, 7.0, 1.3
Unit: eV Å⁻¹
M
In order: 147.2, 197.2, 345.4
Unit: g mol⁻¹